12
Properties=species:S:1:pos:R:3:forces:R:3:nbo_charge:R:1 method="wB97M-V/def2-TZVPD" charge=0 relative_energy_kj_mol=122.7 fmax_ev_per_a=3.0 e_tot_ev=-8319.4044 homo_lumo_gap_ev=10.7 smiles=O.O.O.O e_lumo_ev=0.50
O 1.105228 2.000121 0.090984 0.0 -1.5 0.5 -0.998
H 1.586715 2.785329 -0.124190 -0.4 0.8 -0.1 0.468
H 0.129222 2.074649 0.162413 0.9 0.9 -0.4 0.501
O -1.564035 1.942954 -0.123199 0.0 -0.7 -0.1 -0.965
H -2.329584 2.297992 0.328376 -0.1 -0.1 0.2 0.478
H -1.448689 1.002914 0.138634 -0.1 0.5 -0.1 0.506
O 1.174992 -2.804718 -0.505315 0.1 -0.9 2.9 -0.918
H 1.005655 -3.066523 0.454153 -0.8 0.3 -1.6 0.464
H 2.113369 -2.939826 -0.367659 0.9 0.3 -1.1 0.474
O -0.583989 -0.803452 0.128072 -1.1 1.0 0.5 -1.006
H -1.399985 -1.127604 -0.301874 1.5 -0.6 0.2 0.484
H 0.211097 -1.361834 0.119601 -0.8 -0.1 -0.9 0.513